Formula: C38H26N7P2PdSe3
Source: OMol25
Level of theory: ωB97M-V with the def2-TZVPD basis set

CARTESIAN COORDINATES (ANGSTROEM)
Pd -1.762 0.827 -0.850
Se -4.619 7.415 -4.419
N -2.930 6.855 -4.213
C -2.980 5.747 -3.533
C -1.804 4.973 -3.149
C -0.518 5.363 -3.514
C 0.552 4.591 -3.115
C 0.297 3.458 -2.345
N -0.919 3.087 -1.992
C -1.962 3.808 -2.391
C -3.315 3.321 -2.016
N -3.417 2.160 -1.357
C -4.624 1.694 -1.061
C -5.799 2.369 -1.369
C -5.710 3.564 -2.045
C -4.450 4.047 -2.386
C -4.299 5.288 -3.144
N -5.301 6.029 -3.514
H -0.386 6.260 -4.105
H 1.566 4.852 -3.384
H 1.106 2.820 -2.003
H -4.640 0.729 -0.576
H -6.752 1.939 -1.093
H -6.587 4.129 -2.330
Se 2.229 0.328 5.426
P 1.639 -0.549 3.600
C 0.858 -2.172 3.831
C 1.554 -3.165 4.519
C 0.967 -4.397 4.749
C -0.332 -4.640 4.315
C -1.036 -3.649 3.653
C -0.443 -2.417 3.406
C 3.097 -0.862 2.549
C 4.049 0.153 2.443
C 5.183 -0.033 1.674
C 5.381 -1.230 0.995
C 4.443 -2.242 1.099
C 3.307 -2.060 1.880
C 0.505 0.405 2.596
C -0.013 0.282 1.301
N -0.894 1.306 1.168
N -0.927 2.006 2.286
N -0.089 1.484 3.157
P -0.197 -0.617 -0.268
Se -2.203 -0.456 -2.832
C -0.588 -2.364 0.015
C -1.928 -2.730 0.094
C -2.270 -4.052 0.339
C -1.282 -5.015 0.490
C 0.055 -4.659 0.381
C 0.398 -3.337 0.138
C 1.373 -0.604 -1.163
C 1.480 -1.332 -2.347
C 2.619 -1.216 -3.127
C 3.647 -0.364 -2.743
C 3.536 0.371 -1.572
C 2.402 0.249 -0.780
H 2.553 -2.961 4.886
H 1.517 -5.166 5.278
H -0.793 -5.603 4.500
H -2.047 -3.831 3.313
H -0.995 -1.645 2.886
H 3.902 1.075 2.994
H 5.919 0.759 1.600
H 6.265 -1.370 0.385
H 4.590 -3.179 0.574
H 2.586 -2.860 1.973
H -2.684 -1.979 -0.095
H -3.316 -4.333 0.388
H -1.554 -6.047 0.679
H 0.831 -5.409 0.479
H 1.439 -3.064 0.016
H 0.651 -1.948 -2.676
H 2.693 -1.775 -4.051
H 4.532 -0.268 -3.361
H 4.334 1.035 -1.265
H 2.310 0.823 0.135

total charge = -1
gap between HOMO and LUMO = 4.4170 eV
HOMO level = -3.27 eV
lowest unoccupied orbital energy = 1.1 eV

These are the Mulliken partial charges, in e, on atoms 1 to 6: number 1, Pd, carries -0.2396; number 2, Se, carries 0.1817; number 3, N, carries -0.8687; number 4, C, carries 0.9964; number 5, C, carries 0.5698; number 6, C, carries -0.5815